Entry P
The following is a DFT calculation (ωB97M-V with the def2-TZVPD basis set) of a single C3H6N4O molecule.

CARTESIAN COORDINATES (ANGSTROEM)
1 H -1.646 -0.189 1.026
2 N -1.167 -0.556 1.898
3 C -0.035 -1.070 1.859
4 N 0.838 -1.242 0.762
5 C 0.549 -0.852 -0.531
6 N 0.942 -1.356 -1.593
7 H 0.458 -0.821 -2.423
8 O -0.316 0.216 -0.467
9 N -0.150 1.203 -1.438
10 C -0.474 2.350 -0.985
11 H 0.482 -1.476 2.741
12 H 1.607 -1.900 0.843
13 H -0.783 2.517 0.029
14 H -0.303 3.176 -1.721

Summary:
frontier orbital gap	10.39	eV
SMILES	[H]/N=C\N/C(=N/[H])ON=C
charge	0
E_LUMO	0.86	eV
highest occupied orbital energy	-0.350	Eh



Entry Q
The following is a DFT calculation (ωB97M-V with the def2-TZVPD basis set) of a single C3H6N4O molecule.

CARTESIAN COORDINATES (ANGSTROEM)
1 C 0.087 -2.012 -0.291
2 C 0.493 -0.608 0.116
3 C -1.442 0.798 0.037
4 N 1.456 -0.058 -0.806
5 N 1.689 1.118 -0.501
6 N 1.021 1.771 0.283
7 N -0.307 0.271 0.780
8 O 1.095 -1.727 0.786
9 H -0.880 -2.411 0.216
10 H 0.488 -2.365 -1.290
11 H -1.947 1.528 0.627
12 H -0.961 1.217 -0.852
13 H -2.134 0.034 -0.183
14 H 1.343 2.444 1.078

Summary:
frontier orbital gap (spin up / spin down)	9.19 / 9.19	eV
charge	0
E_LUMO (spin up / spin down)	-0.42 / -0.42	eV
highest occupied orbital energy (spin up / spin down)	-0.353 / -0.353	Eh



Entry R
The following is a DFT calculation (ωB97M-V with the def2-TZVPD basis set) of a single C3H6N4O molecule.

CARTESIAN COORDINATES (ANGSTROEM)
1 N 1.649 -1.383 -0.177
2 C 0.841 -0.299 0.283
3 C 1.243 1.354 0.124
4 N 0.321 2.120 -0.082
5 N -0.905 1.335 -0.226
6 C -0.533 0.112 -0.122
7 N -1.811 -0.771 0.092
8 O -3.116 0.001 0.047
9 H 1.457 -1.588 -1.188
10 H 2.681 -1.341 0.227
11 H 0.570 -0.514 1.306
12 H 2.289 1.558 0.092
13 H -1.873 -1.650 -0.330
14 H -2.814 1.067 -0.048

Summary:
frontier orbital gap	8.99	eV
SMILES	N[C@H]1C=NN=C1NO
charge	0
E_LUMO	0.14	eV
highest occupied orbital energy	-0.325	Eh



Entry S
The following is a DFT calculation (ωB97M-V with the def2-TZVPD basis set) of a single C3H6N4O molecule.

CARTESIAN COORDINATES (ANGSTROEM)
1 N 1.774 -0.134 0.287
2 C 0.382 -0.207 0.864
3 C -0.227 0.939 1.450
4 N -1.312 1.379 0.935
5 N -1.553 0.684 -0.266
6 C -0.589 -0.259 -0.276
7 N -0.587 -1.128 -1.395
8 O -1.388 -0.878 -2.429
9 H 1.958 0.783 -0.079
10 H 2.426 -0.341 1.048
11 H 0.267 -1.158 1.454
12 H 0.244 1.459 2.287
13 H 0.395 -1.121 -1.653
14 H -1.790 -0.019 -2.226

Summary:
frontier orbital gap	8.82	eV
SMILES	N[C@H]1C=NN=C1NO
charge	0
E_LUMO	0.05	eV
highest occupied orbital energy	-0.322	Eh



According to the calculations, the structures order from most to least stable as entry P, entry S, entry R, entry Q.



Entry P
The following is a DFT calculation (ωB97M-V with the def2-TZVPD basis set) of a molecular structure, C3H6N4O.

CARTESIAN COORDINATES (ANGSTROEM)
1 C 0.585 0.030 -0.574
2 C 0.946 1.429 -0.328
3 C -0.527 -0.064 0.354
4 H 1.108 -0.890 -2.448
5 H -0.235 0.966 -2.497
6 H 1.189 -0.916 -0.263
7 H 1.485 2.057 -1.161
8 H -0.143 -2.008 1.468
9 H -0.528 -0.941 3.419
10 N -0.018 -0.272 -1.923
11 N 0.231 2.074 0.481
12 N -0.960 1.094 0.946
13 N -1.046 -1.305 0.741
14 O -2.088 -1.254 1.787

Summary:
frontier orbital gap	5.90	eV
charge	0
E_LUMO	-3.29	eV
highest occupied orbital energy	-0.338	Eh



Entry Q
The following is a DFT calculation (ωB97M-V with the def2-TZVPD basis set) of 2 unconnected molecules or ions with the total composition C3H6N4O.

CARTESIAN COORDINATES (ANGSTROEM)
1 C 0.046 0.247 0.964
2 C 2.514 0.498 -0.411
3 C -1.982 0.192 -0.235
4 N 0.188 0.545 2.162
5 N 2.398 -0.332 -1.255
6 N -0.223 -1.470 -0.623
7 N -0.665 -0.488 0.150
8 O 2.871 1.197 0.449
9 H -2.036 0.886 0.571
10 H -2.030 0.699 -1.240
11 H -2.694 -0.713 -0.160
12 H 0.736 1.278 2.544
13 H 1.783 -1.059 -1.480
14 H -0.907 -1.480 -1.436

Summary:
frontier orbital gap (spin up / spin down)	7.90 / 7.89	eV
charge	0
E_LUMO (spin up / spin down)	0.09 / 0.09	eV
highest occupied orbital energy (spin up / spin down)	-0.287 / -0.287	Eh



According to the calculations, the structures order from most to least stable as entry Q, entry P.